(w)
ORCA calculation (ωB97M-V/def2-TZVPD) on one molecule with the formula C4H10N2O.

Summary:
**Orbital gap**: 0.363 hartree
**HOMO**: -9.158 eV
**SMILES**: CC(C)/N=C\NO
**2S+1**: 1
**LUMO energy**: 0.71 eV

Each line ends with the natural charge from an NBO analysis.
Atoms and positions in Å:
C (-0.757, 1.891, -0.235)  -0.607
C (-0.425, 0.392, 0.026)  -0.094
C (-1.691, -0.400, 0.233)  -0.617
N (0.384, -0.016, -1.173)  -0.476
C (1.423, -0.698, -1.020)  0.251
N (1.877, -1.443, 0.048)  -0.345
O (1.698, -1.054, 1.384)  -0.565
H (-1.038, 1.952, -1.307)  0.222
H (0.115, 2.546, -0.130)  0.209
H (-1.487, 2.231, 0.524)  0.200
H (0.203, 0.337, 0.875)  0.191
H (-2.298, 0.058, 1.027)  0.210
H (-2.322, -0.304, -0.612)  0.215
H (-1.531, -1.459, 0.463)  0.202
H (2.123, -0.871, -1.833)  0.168
H (2.865, -1.656, -0.035)  0.362
H (0.858, -1.508, 1.764)  0.474

***

(x)
ORCA calculation (ωB97M-V/def2-TZVPD) on one molecule with the formula C4H10N2O.

Summary:
**Orbital gap**: 0.350 hartree
**HOMO**: -8.636 eV
**SMILES**: [H]/N=C(\N)CCOC
**2S+1**: 1
**LUMO energy**: 0.90 eV

Each line ends with the natural charge from an NBO analysis.
Atoms and positions in Å:
H (-2.497, 0.217, 1.311)  0.318
N (-1.515, -0.054, 1.277)  -0.758
C (-0.899, 0.618, 0.367)  0.537
N (-1.560, 1.509, -0.450)  -0.844
C (0.697, 0.991, 0.620)  -0.634
C (1.313, 0.254, -0.527)  -0.062
O (0.293, -0.836, -0.906)  -0.557
C (0.458, -2.095, -0.253)  -0.254
H (-1.013, 1.885, -1.215)  0.383
H (-2.496, 1.226, -0.713)  0.391
H (0.500, 1.929, 1.156)  0.286
H (1.544, 0.988, 1.328)  0.262
H (1.392, 0.861, -1.430)  0.186
H (2.267, -0.220, -0.288)  0.193
H (0.234, -2.001, 0.811)  0.196
H (1.487, -2.448, -0.364)  0.162
H (-0.206, -2.824, -0.722)  0.195

***

(y)
ORCA calculation (ωB97M-V/def2-TZVPD) on one molecule with the formula C4H10N2O.

Summary:
**Orbital gap**: 0.359 hartree
**HOMO**: -8.919 eV
**SMILES**: CN(C)C(=O)CN
**2S+1**: 1
**LUMO energy**: 0.86 eV

Each line ends with the natural charge from an NBO analysis.
Atoms and positions in Å:
C (0.901, 0.271, -2.050)  -0.410
N (0.474, 0.319, -0.681)  -0.428
C (1.465, 0.064, 0.365)  -0.430
C (-0.858, 0.345, -0.382)  0.655
O (-1.656, 0.842, -1.171)  -0.623
C (-1.321, 0.216, 1.060)  -0.311
N (-1.090, -1.062, 1.709)  -0.854
H (0.195, 0.652, -2.775)  0.243
H (1.877, 0.755, -2.115)  0.197
H (1.120, -0.759, -2.376)  0.181
H (1.678, 0.891, 0.991)  0.194
H (2.326, -0.359, -0.144)  0.203
H (1.053, -0.687, 1.043)  0.239
H (-0.865, 1.040, 1.616)  0.209
H (-2.383, 0.461, 1.029)  0.206
H (-1.574, -1.777, 1.204)  0.358
H (-1.343, -1.211, 2.675)  0.373

***

(z)
ORCA calculation (ωB97M-V/def2-TZVPD) on a 3-piece molecular cluster, C4H10N2O overall.

Summary:
**Orbital gap (alpha / beta)**: 0.263 / 0.261 hartree
**HOMO (alpha / beta)**: -6.205 / -6.151 eV
**2S+1**: 1
**LUMO energy (alpha / beta)**: 0.96 / 0.95 eV

Each line ends with the natural charge from an NBO analysis.
Atoms and positions in Å:
C (-2.516, 0.595, -0.162)  -0.084
C (2.103, 0.524, -0.005)  -0.327
C (-0.437, 0.099, -0.469)  0.206
N (-0.365, -1.248, -0.483)  -0.887
N (2.162, -0.747, 0.686)  -0.893
C (-0.047, 1.231, -0.159)  -0.210
O (-2.824, -0.310, 0.832)  -0.721
H (-2.358, -1.138, 0.638)  0.482
H (0.544, -1.540, -0.083)  0.433
H (-0.558, -1.661, -1.388)  0.388
H (1.968, -0.634, 1.674)  0.368
H (3.051, -1.233, 0.587)  0.367
H (-2.760, 1.606, 0.146)  0.167
H (-2.880, 0.341, -1.160)  0.140
H (2.537, 1.375, 0.520)  0.162
H (2.467, 0.444, -1.027)  0.173
H (-0.087, 2.295, -0.147)  0.235

***

Most stable: (y). Least stable: (z).

***

(w)
ORCA calculation (ωB97M-V/def2-TZVPD) on a 2-piece molecular cluster, C6H6N2O2 overall.

Summary:
**Orbital gap**: 0.360 hartree
**HOMO**: -9.392 eV
**SMILES**: O=c1cc[nH]c(=O)[nH]1.C#C
**2S+1**: 1
**LUMO energy**: 0.40 eV

Each line ends with the natural charge from an NBO analysis.
Atoms and positions in Å:
O (-1.816, 0.318, 1.828)  -0.592
C (-0.919, 0.734, 1.031)  0.626
C (0.382, 1.096, 1.373)  -0.421
C (1.182, 1.168, 0.275)  0.114
N (0.895, 1.228, -0.999)  -0.608
C (-0.338, 0.526, -1.320)  0.778
O (-0.572, 0.263, -2.525)  -0.656
N (-1.122, 0.576, -0.365)  -0.618
H (0.809, 1.283, 2.388)  0.261
H (2.299, 1.234, 0.567)  0.215
H (1.579, 1.280, -1.903)  0.456
H (-2.043, 0.021, -0.677)  0.454
C (-0.033, -2.261, -0.565)  -0.282
C (-0.149, -2.460, 0.670)  -0.258
H (-0.096, -1.815, -1.501)  0.237
H (-0.057, -3.191, 1.723)  0.295

***

(x)
ORCA calculation (ωB97M-V/def2-TZVPD) on a 2-piece molecular cluster, C6H6N2O2 overall.

Summary:
**Orbital gap**: 0.352 hartree
**HOMO**: -9.144 eV
**SMILES**: O=c1cc[nH]c(=O)[nH]1.C#C
**2S+1**: 1
**LUMO energy**: 0.43 eV

Each line ends with the natural charge from an NBO analysis.
Atoms and positions in Å:
O (1.736, -0.547, 0.681)  -0.568
C (0.736, -0.342, 0.050)  0.670
C (-0.351, -1.321, -0.261)  -0.392
C (-1.415, -0.932, -1.016)  0.064
N (-1.529, 0.349, -1.612)  -0.610
C (-0.644, 1.387, -1.231)  0.787
O (-0.853, 2.550, -1.602)  -0.603
N (0.359, 0.970, -0.334)  -0.655
H (-0.352, -2.305, 0.194)  0.249
H (-2.194, -1.599, -1.331)  0.216
H (-2.273, 0.554, -2.218)  0.424
H (1.166, 1.550, -0.163)  0.431
C (0.493, -0.972, 2.923)  -0.316
C (1.633, -1.328, 2.695)  -0.182
H (-0.542, -0.719, 3.148)  0.239
H (2.603, -1.689, 2.400)  0.244

***

Most stable: (x). Least stable: (w).

***

(w)
ORCA calculation (ωB97M-V/def2-TZVPD) on C6H6N2O2 as an isolated structure.

Summary:
**Orbital gap**: 0.306 hartree
**HOMO**: -9.128 eV
**2S+1**: 1
**LUMO energy**: -0.80 eV

Each line ends with the natural charge from an NBO analysis.
Atoms and positions in Å:
C (-1.361, -0.407, -0.063)  0.078
C (-1.827, 1.155, -0.030)  0.118
C (0.463, 1.742, 0.108)  0.079
C (0.972, 0.421, -0.078)  -0.226
C (-0.068, -0.631, -0.220)  -0.188
C (2.315, 0.046, -0.067)  0.739
H (-1.964, -2.363, -0.383)  0.380
H (-3.020, -1.302, 1.200)  0.358
H (-2.824, 1.402, -0.088)  0.199
H (1.012, 2.696, 0.239)  0.227
H (0.300, -1.728, -0.891)  0.233
H (3.425, -1.166, 0.312)  0.494
N (-2.447, -1.306, -0.172)  -0.784
N (-0.841, 2.071, 0.079)  -0.438
O (2.487, -1.277, 0.393)  -0.678
O (3.379, 0.645, -0.340)  -0.590

***

(x)
ORCA calculation (ωB97M-V/def2-TZVPD) on a 2-piece molecular cluster, C6H6N2O2 overall.

Summary:
**Orbital gap**: 0.320 hartree
**HOMO**: -9.561 eV
**SMILES**: N#CC(=O)c1ccc[nH]1.O
**2S+1**: 1
**LUMO energy**: -0.86 eV

Each line ends with the natural charge from an NBO analysis.
Atoms and positions in Å:
N (0.009, -2.662, -1.211)  -0.287
C (0.176, -1.851, -0.402)  0.202
C (0.548, -0.880, 0.671)  0.441
O (0.793, -1.325, 1.784)  -0.507
C (0.612, 0.492, 0.270)  -0.043
C (0.424, 1.077, -0.993)  -0.185
C (0.596, 2.458, -0.837)  -0.313
C (0.914, 2.678, 0.507)  0.010
N (0.923, 1.502, 1.155)  -0.465
H (0.176, 0.541, -1.907)  0.244
H (0.485, 3.225, -1.598)  0.238
H (1.143, 3.605, 1.028)  0.223
H (1.139, 1.362, 2.151)  0.442
O (-3.012, -3.501, -0.291)  -0.948
H (-2.714, -2.979, 0.469)  0.467
H (-2.213, -3.743, -0.795)  0.482

***

(y)
ORCA calculation (ωB97M-V/def2-TZVPD) on C6H6N2O2 as an isolated structure.

Summary:
**Orbital gap**: 0.246 hartree
**HOMO**: -6.936 eV
**2S+1**: 1
**LUMO energy**: -0.23 eV

Each line ends with the natural charge from an NBO analysis.
Atoms and positions in Å:
C (0.925, -1.875, 0.981)  -0.174
C (0.981, -0.704, 1.104)  -0.229
C (-1.453, -0.561, -0.389)  0.607
C (-1.611, 0.652, 0.356)  -0.408
C (-0.578, 1.541, 0.316)  0.060
C (1.115, 0.032, -0.728)  0.750
H (0.766, -2.891, 1.045)  0.234
H (1.218, 0.246, 1.373)  0.258
H (0.318, -1.579, -1.199)  0.466
H (-2.610, 1.002, 0.688)  0.258
H (-0.835, 2.843, 0.284)  0.245
H (1.152, 2.255, -0.679)  0.450
N (0.046, -0.896, -0.468)  -0.660
N (0.681, 1.268, -0.196)  -0.678
O (-2.302, -1.208, -1.096)  -0.589
O (2.187, -0.125, -1.393)  -0.589

***

Most stable: (x). Least stable: (y).

***

(w)
ORCA calculation (ωB97M-V/def2-TZVPD) on one molecule with the formula C6H6N2O2.

Summary:
**Orbital gap**: 0.356 hartree
**HOMO**: -9.304 eV
**SMILES**: O=NN(O)c1ccccc1
**2S+1**: 1
**LUMO energy**: 0.38 eV

Each line ends with the natural charge from an NBO analysis.
Atoms and positions in Å:
O (2.665, -1.561, -0.715)  -0.396
N (2.958, -0.452, -0.284)  0.235
N (1.900, 0.301, 0.027)  0.005
O (2.344, 1.560, 0.480)  -0.526
C (0.439, 0.091, -0.035)  0.102
C (-0.321, 1.178, -0.465)  -0.217
C (-1.712, 0.967, -0.491)  -0.196
C (-2.333, -0.221, -0.127)  -0.212
C (-1.521, -1.247, 0.380)  -0.200
C (-0.148, -1.123, 0.380)  -0.219
H (2.726, 1.317, 1.341)  0.478
H (0.153, 2.031, -0.863)  0.238
H (-2.372, 1.783, -0.820)  0.217
H (-3.378, -0.464, -0.240)  0.225
H (-1.941, -2.224, 0.657)  0.221
H (0.540, -1.936, 0.775)  0.245

***

(x)
ORCA calculation (ωB97M-V/def2-TZVPD) on one molecule with the formula C6H6N2O2.

Summary:
**Orbital gap**: 0.267 hartree
**HOMO**: -7.667 eV
**2S+1**: 1
**LUMO energy**: -0.40 eV

Each line ends with the natural charge from an NBO analysis.
Atoms and positions in Å:
C (-0.572, -0.987, -0.761)  0.610
C (0.545, -0.205, -0.606)  -0.454
C (0.363, 1.060, -0.002)  0.092
C (-1.982, 0.622, 0.475)  0.775
C (1.841, -0.934, 0.445)  -0.234
C (2.531, -0.017, 0.069)  -0.313
H (-2.546, -1.181, -0.132)  0.428
H (1.414, -0.746, -0.939)  0.312
H (1.216, 1.712, -0.054)  0.224
H (-1.144, 2.274, 1.022)  0.431
H (1.111, -1.722, 0.879)  0.284
H (3.456, 0.563, -0.358)  0.289
N (-1.848, -0.492, -0.434)  -0.634
N (-0.877, 1.447, 0.592)  -0.610
O (-0.525, -2.051, -1.394)  -0.591
O (-2.982, 0.658, 1.197)  -0.609

***

Most stable: (w). Least stable: (x).

***

(w)
ORCA calculation (ωB97M-V/def2-TZVPD) on a 2-piece molecular cluster, H3N2OP overall.

Summary:
**Orbital gap (alpha / beta)**: 0.319 / 0.355 hartree
**HOMO (alpha / beta)**: -9.899 / -10.051 eV
**2S+1**: 1
**LUMO energy (alpha / beta)**: -1.21 / -0.38 eV

Each line ends with the natural charge from an NBO analysis.
Atoms and positions in Å:
N (-0.339, -0.286, 0.280)  -0.819
N (-0.470, 1.996, -0.055)  -0.583
O (1.143, -2.322, -0.388)  -1.006
P (0.993, -0.707, -0.404)  1.266
H (-1.398, 1.812, -0.236)  0.311
H (-0.456, 2.484, 0.861)  0.315
H (0.526, -2.977, -0.059)  0.516

***

(x)
ORCA calculation (ωB97M-V/def2-TZVPD) on one molecule with the formula H3N2OP.

Summary:
**Orbital gap**: 0.375 hartree
**HOMO**: -10.046 eV
**SMILES**: NNP=O
**2S+1**: 1
**LUMO energy**: 0.16 eV

Each line ends with the natural charge from an NBO analysis.
Atoms and positions in Å:
N (0.706, 0.843, 0.722)  -0.668
N (0.000, 0.171, -0.393)  -0.843
P (-0.823, -1.276, -0.189)  1.413
O (-1.565, -1.501, -1.407)  -1.031
H (0.124, 1.154, 1.523)  0.365
H (1.335, 0.005, 1.047)  0.354
H (0.221, 0.604, -1.303)  0.410

***

Most stable: (x). Least stable: (w).

***

(w)
ORCA calculation (ωB97M-V/def2-TZVPD) on one molecule with the formula CH5N3O.

Summary:
**Orbital gap**: 0.362 hartree
**HOMO**: -8.730 eV
**SMILES**: N/N=C/NO
**2S+1**: 1
**LUMO energy**: 1.13 eV

Each line ends with the natural charge from an NBO analysis.
Atoms and positions in Å:
N (-1.006, 0.886, -1.347)  -0.691
N (0.024, 0.339, -0.510)  -0.415
C (-0.419, -0.250, 0.608)  0.196
N (0.659, -0.679, 1.416)  -0.319
O (1.806, -0.916, 0.585)  -0.561
H (-0.706, 0.814, -2.374)  0.368
H (-0.965, 1.986, -1.020)  0.353
H (-1.473, -0.168, 0.801)  0.206
H (0.596, -1.518, 2.033)  0.384
H (1.483, -0.493, -0.191)  0.479

***

(x)
ORCA calculation (ωB97M-V/def2-TZVPD) on one molecule with the formula CH5N3O.

Summary:
**Orbital gap**: 0.369 hartree
**HOMO**: -9.237 eV
**SMILES**: [H]/N=C(\O)NN
**2S+1**: 1
**LUMO energy**: 0.82 eV

Each line ends with the natural charge from an NBO analysis.
Atoms and positions in Å:
H (-1.035, 1.529, 1.944)  0.378
N (-0.305, 1.326, 1.272)  -0.888
C (-0.512, 0.574, 0.231)  0.716
O (-1.223, 0.827, -0.858)  -0.644
N (0.341, -0.467, 0.323)  -0.535
N (0.715, -1.096, -0.891)  -0.688
H (-0.975, 0.133, -1.501)  0.503
H (0.643, 0.117, 1.393)  0.441
H (0.684, -2.102, -0.764)  0.362
H (1.667, -0.840, -1.148)  0.356

***

Most stable: (x). Least stable: (w).